Model a:
7 unconnected molecules or ions with the total composition C22H62N4O10. Source: the OMol25 dataset; level of theory: ωB97M-V/def2-TZVPD.

Properties
HOMO-LUMO gap = 9.345 eV
HOMO energy = -8.8897 eV
lowest unoccupied orbital energy = 0.45 eV

```
! RIJCOSX wB97M-V def2-TZVPD def2/J DEFGRID3
* xyz 0 1
C 8.196 11.011 17.016
O 8.201 12.399 16.795
C 7.052 12.892 16.079
C 7.031 12.624 14.567
C 8.244 13.197 13.897
N 5.770 13.176 14.035
H 8.283 10.402 16.105
H 7.349 10.632 17.702
H 9.087 10.840 17.580
H 6.128 12.556 16.568
H 6.964 13.995 16.279
H 6.967 11.537 14.369
H 9.135 12.760 14.312
H 8.214 14.248 14.018
H 8.122 13.071 12.807
H 5.827 14.083 13.610
H 5.252 12.558 13.476
C 6.318 10.433 8.643
O 6.978 9.179 8.714
C 6.204 8.072 8.332
C 6.830 6.786 8.779
C 6.690 6.617 10.330
N 8.143 6.614 8.194
H 7.096 11.175 8.676
H 5.541 10.502 9.442
H 5.857 10.675 7.678
H 5.157 8.156 8.790
H 6.132 8.185 7.168
H 6.171 6.123 8.266
H 7.264 5.689 10.583
H 5.644 6.487 10.642
H 7.183 7.468 10.739
H 8.631 7.517 8.391
H 8.637 5.805 8.536
C 15.341 12.138 16.506
O 13.993 12.568 16.228
C 13.865 12.662 14.857
C 12.359 12.837 14.555
C 11.818 14.032 15.305
N 11.495 11.623 14.766
H 15.366 11.011 16.467
H 15.670 12.453 17.496
H 16.071 12.526 15.799
H 14.352 13.494 14.353
H 14.332 11.744 14.362
H 12.391 12.946 13.490
H 11.914 13.844 16.378
H 10.768 14.167 15.068
H 12.414 14.869 14.997
H 11.266 11.539 15.774
H 12.171 10.852 14.592
C 9.920 12.773 6.232
O 9.859 13.468 7.454
C 10.998 14.386 7.610
C 10.810 15.126 8.927
C 12.064 16.029 9.039
N 10.801 14.214 10.051
H 8.967 12.340 6.096
H 10.739 12.053 6.232
H 10.053 13.501 5.401
H 11.978 13.807 7.578
H 10.994 15.181 6.806
H 9.950 15.809 8.924
H 11.877 16.607 9.910
H 12.088 16.721 8.227
H 13.009 15.540 9.207
H 11.087 14.695 10.888
H 9.912 13.787 10.383
O 14.995 13.908 9.979
C 14.214 13.243 10.980
C 14.262 11.745 10.848
O 15.552 11.188 11.279
H 15.896 13.907 10.222
H 14.578 13.527 11.952
H 13.200 13.726 10.935
H 13.976 11.409 9.849
H 13.565 11.397 11.576
H 16.052 11.011 10.466
O 9.862 10.576 12.726
C 10.080 11.144 11.423
C 10.559 10.175 10.385
O 9.672 9.199 9.970
H 10.265 11.087 13.453
H 9.082 11.617 11.007
H 10.811 11.981 11.371
H 11.470 9.688 10.822
H 10.920 10.798 9.546
H 8.799 9.619 9.710
O 7.509 8.995 13.618
C 7.943 7.850 14.325
C 9.068 7.096 13.558
O 10.337 7.759 13.492
H 8.331 9.410 13.302
H 8.293 8.212 15.306
H 7.032 7.165 14.308
H 8.704 7.032 12.488
H 9.243 6.098 13.939
H 10.319 8.559 12.922
*
```

Model b:
7 unconnected molecules or ions with the total composition C22H62N4O10. Source: the OMol25 dataset; level of theory: ωB97M-V/def2-TZVPD.

Properties
HOMO-LUMO gap = 9.547 eV
HOMO energy = -8.9923 eV
lowest unoccupied orbital energy = 0.55 eV

```
! RIJCOSX wB97M-V def2-TZVPD def2/J DEFGRID3
* xyz 0 1
C 2.137 -4.131 3.250
O 1.440 -2.889 3.560
C 1.672 -2.305 4.823
C 0.371 -2.104 5.596
C -0.587 -1.079 5.009
N 0.736 -1.950 6.979
H 1.572 -5.027 3.634
H 3.091 -4.080 3.735
H 2.109 -4.133 2.170
H 2.288 -3.023 5.390
H 2.246 -1.377 4.706
H -0.170 -3.065 5.496
H -0.264 -0.062 5.209
H -1.557 -1.247 5.476
H -0.633 -1.179 3.937
H 1.213 -1.079 7.111
H -0.078 -1.885 7.597
C 0.118 -2.977 -4.467
O -0.804 -2.077 -5.027
C -1.061 -1.001 -4.143
C -2.034 -0.019 -4.696
C -2.264 1.142 -3.733
N -3.287 -0.582 -5.150
H 0.010 -3.907 -5.045
H -0.041 -3.192 -3.401
H 1.171 -2.621 -4.496
H -1.469 -1.457 -3.223
H -0.108 -0.557 -3.902
H -1.570 0.421 -5.571
H -2.780 0.872 -2.833
H -2.907 1.876 -4.210
H -1.314 1.661 -3.563
H -3.134 -1.381 -5.765
H -3.813 -0.820 -4.329
C 1.172 4.646 3.789
O 1.275 3.429 3.122
C 1.284 3.549 1.715
C 1.305 2.187 0.986
C 2.643 1.499 1.036
N 0.903 2.198 -0.484
H 1.858 5.434 3.443
H 1.306 4.364 4.826
H 0.220 5.096 3.555
H 0.418 4.118 1.413
H 2.212 4.108 1.386
H 0.575 1.551 1.457
H 3.359 2.115 0.500
H 2.659 0.472 0.646
H 3.005 1.530 2.050
H 1.524 2.801 -1.027
H -0.031 2.595 -0.535
C -2.974 2.512 0.335
O -2.113 3.313 -0.441
C -2.324 4.744 -0.269
C -3.396 5.190 -1.221
C -2.917 5.330 -2.609
N -3.838 6.515 -0.737
H -4.020 2.799 0.167
H -2.749 2.663 1.386
H -2.732 1.490 -0.004
H -2.688 4.982 0.736
H -1.316 5.178 -0.484
H -4.165 4.386 -1.201
H -2.359 4.470 -2.986
H -2.222 6.157 -2.709
H -3.766 5.557 -3.277
H -4.596 6.557 -0.029
H -3.999 7.179 -1.456
O 2.487 -2.144 -2.006
C 3.725 -1.819 -1.480
C 4.023 -0.338 -1.790
O 4.042 -0.017 -3.183
H 1.867 -1.480 -1.631
H 3.780 -1.874 -0.398
H 4.485 -2.525 -1.869
H 4.999 -0.085 -1.334
H 3.245 0.203 -1.270
H 3.575 -0.711 -3.665
O 0.336 -0.488 -1.303
C -0.490 -1.279 -0.418
C 0.369 -1.704 0.738
O -0.335 -2.594 1.528
H 0.638 0.330 -0.890
H -1.338 -0.705 -0.085
H -0.808 -2.070 -1.078
H 0.644 -0.769 1.300
H 1.253 -2.146 0.327
H 0.082 -2.633 2.397
O 1.380 -4.162 -0.614
C 0.720 -5.394 -0.833
C -0.823 -5.351 -0.845
O -1.365 -5.008 0.425
H 1.338 -3.606 -1.379
H 0.989 -5.850 -1.795
H 0.844 -6.028 0.037
H -1.237 -6.357 -1.039
H -1.222 -4.755 -1.681
H -1.018 -4.118 0.633
*
```

What is the least stable structure shown above? It is model a.